Density functional theory data (ωB97M-V with the def2-TZVPD basis set) for one molecule with the formula C5H8O.

CARTESIAN COORDINATES (ANGSTROEM)
C: -2.000 0.373 0.141
C: -0.755 -0.450 -0.047
C: 1.542 -0.626 1.174
C: 1.919 -0.280 -0.210
C: 0.490 0.192 -0.552
O: -0.296 -0.634 -1.377
H: -2.050 0.755 1.166
H: -2.893 -0.233 -0.042
H: -2.010 1.221 -0.552
H: 1.512 0.340 1.724
H: -0.667 -1.343 0.567
H: 2.609 0.556 -0.377
H: 2.184 -1.130 -0.845
H: 0.416 1.258 -0.769

Force components x, y, z for each atom (eV/Å):
C 0.0 0.0 0.0
C -0.2 -0.1 0.2
C 0.1 0.3 -0.2
C 0.1 -0.1 0.0
C 0.1 0.2 0.1
O 0.0 -0.1 -0.1
H 0.0 -0.1 -0.1
H 0.1 0.1 0.0
H 0.0 -0.1 0.1
H 0.0 -0.1 -0.1
H 0.0 0.1 -0.1
H -0.1 -0.1 0.1
H -0.1 0.1 0.1
H 0.0 -0.2 0.1

- E_HOMO: -8.63 eV
- Energy: -270.3646 hartree
- Kohn-Sham gap: 8.81 eV
- Relative energy (zero: lowest compared OMol25 entry of this formula, charge and spin): 121.3 kcal per mole